Entry w
55
Properties=species:S:1:pos:R:3 method="wB97M-V/def2-TZVPD" e_lumo_ev=4.27 mol_weight_da=590.82 total_charge=-2 gap_ev=6.68
Ba 2.70665 -0.49679 -2.88096
C -1.48869 1.75325 -1.52613
C -0.50066 1.95215 -0.38636
C -1.21309 2.26744 0.91271
C 0.51319 3.02877 -0.73404
O 0.25866 0.73120 -0.24907
Si -0.21322 -0.69542 0.37315
S 1.14105 -2.16714 -0.20543
O -1.74739 -0.90617 -0.11043
C -2.78884 -1.81252 0.32665
C -3.60844 -2.08300 -0.92988
C -2.16709 -3.07375 0.89074
C -3.59810 -1.08752 1.38666
O -0.39960 -0.58096 2.01287
C 0.62959 -0.55463 3.01596
C 1.82846 0.20878 2.49114
C 0.02518 0.14406 4.22312
C 0.97865 -2.00022 3.33591
H -2.09210 2.67580 -1.65042
H -2.16324 0.90753 -1.30845
H -0.96668 1.55707 -2.48092
H -1.81815 3.18354 0.78535
H -0.49125 2.44721 1.72663
H -1.88036 1.43967 1.21680
H -0.03376 3.91545 -1.10149
H 1.23060 2.67120 -1.50020
H 1.08959 3.33407 0.15611
H -2.99110 -2.61956 -1.68312
H -3.96776 -1.13497 -1.37386
H -4.48026 -2.71088 -0.68200
H -1.50934 -3.56737 0.14922
H -2.97878 -3.77262 1.17715
H -1.56259 -2.83918 1.78534
H -4.05377 -0.16649 0.98165
H -2.95077 -0.80667 2.24131
H -4.41014 -1.74123 1.75437
H 1.52823 1.20789 2.10863
H 2.32679 -0.35873 1.66368
H 2.56472 0.33905 3.30534
H -0.29822 1.17354 3.97069
H 0.77856 0.20324 5.02508
H -0.87151 -0.39489 4.58896
H 1.24464 -2.53419 2.39565
H 0.11860 -2.50863 3.80258
H 1.83746 -2.03470 4.03126
O 2.44791 -0.99589 -5.08229
Se 4.09938 -1.28552 -5.23870
O 4.32632 -2.80995 -5.78461
O 4.77002 -1.13986 -3.70530
O 4.75969 -0.16648 -6.23389
C 3.22409 2.80797 -3.41737
O 2.65995 1.78753 -2.65120
H 3.99543 2.41829 -4.13248
H 3.71826 3.56486 -2.77141
H 2.44322 3.32634 -4.01470

=====

Entry x
55
Properties=species:S:1:pos:R:3 method="wB97M-V/def2-TZVPD" e_lumo_ev=4.31 mol_weight_da=590.82 total_charge=-2 gap_ev=6.57
Ba 9.31599 8.09413 7.49172
C 12.39478 4.86833 6.63664
C 12.63320 6.30769 6.27247
C 14.08208 6.66866 6.25132
C 11.97240 6.61606 4.91985
O 11.98841 7.16429 7.35007
Si 12.43423 7.63046 8.84026
S 10.99942 8.56132 10.04770
O 12.67198 6.20447 9.63028
C 13.55015 6.05038 10.78932
C 14.94714 6.10455 10.22920
C 13.29635 4.66889 11.32183
C 13.31006 7.03130 11.90677
O 13.75177 8.59830 8.68079
C 13.95033 10.05241 8.56172
C 15.50964 10.16049 8.49907
C 13.45343 10.78752 9.80426
C 13.28657 10.44488 7.30993
H 13.04166 4.32971 5.96188
H 11.38933 4.56240 6.38775
H 12.59614 4.64924 7.69851
H 14.48163 6.22154 5.31898
H 14.64103 6.27064 7.09115
H 14.21693 7.73119 6.28215
H 12.53085 6.07650 4.16051
H 12.13944 7.68618 4.72856
H 10.92807 6.32390 4.95772
H 15.11578 5.29726 9.55290
H 15.67322 6.12293 11.08371
H 15.07206 7.01986 9.63930
H 13.39478 3.85636 10.54518
H 12.25904 4.49986 11.74060
H 13.96855 4.44843 12.14799
H 13.85698 8.00813 11.62265
H 13.65819 6.61715 12.87885
H 12.22844 7.28700 12.00563
H 16.02422 9.47705 9.19378
H 15.72409 11.22587 8.70288
H 15.76427 9.85287 7.48223
H 14.04687 10.44719 10.66327
H 12.39172 10.65938 9.96571
H 13.73160 11.88060 9.65196
H 13.72998 9.81386 6.43660
H 13.28315 11.49004 7.13470
H 12.23166 10.07358 7.30388
O 10.77201 9.81829 5.78435
Se 9.43301 10.86546 5.59189
O 8.96725 10.96350 3.96774
O 9.44790 12.29161 6.39676
O 8.29324 10.07524 6.51630
C 7.83275 5.72496 5.44999
O 8.89321 5.94134 6.27061
H 7.50333 6.66321 4.93023
H 6.93332 5.33961 6.02361
H 8.17299 5.02591 4.61751

=====

entry w comes first in stability; the runner-up is 17.5 kcal/mol higher.

=====

Entry w
22
Properties=species:S:1:pos:R:3 method="wB97M-V/def2-TZVPD" e_lumo_ev="-0.81 / -0.74" mol_weight_da=166.65 gap_ev="6.46 / 6.78"
C 3.05396 2.01008 -0.00487
C 3.02436 0.90752 -0.85106
C 1.94565 2.20496 0.83938
C 1.95129 0.14660 -1.01480
C 0.75070 1.44726 0.58387
C 0.79436 0.35248 -0.19524
C -0.40371 -0.41550 -0.33438
C -2.26391 0.93284 0.81625
C -0.32689 -1.92057 -0.40052
C -3.31403 -0.04267 0.75089
Cl -2.50716 2.06730 -0.32565
H 3.91647 2.60924 0.01016
H 3.77353 0.80045 -1.69961
H 1.84892 3.12044 1.38272
H 1.97256 -0.63917 -1.71818
H -0.17983 1.63934 1.05740
H -0.02101 -2.26710 0.57465
H -1.26355 -2.43971 -0.66918
H 0.48368 -2.34410 -1.12063
H -3.38507 -0.58345 -0.23209
H -3.18089 -0.74193 1.68895
H -4.29751 0.41365 0.85084

=====

Entry x
22
Properties=species:S:1:pos:R:3 method="wB97M-V/def2-TZVPD" e_lumo_ev=0.66 mol_weight_da=166.65 smiles="C=Cc1ccccc1.C=CCl" gap_ev=9.22
C 0.58966 -0.86250 2.93844
C 0.20051 -0.96855 1.63389
C -0.47655 0.11902 0.80500
C -0.70063 1.37134 1.36239
C -1.20197 2.38411 0.57162
C -1.41956 2.16174 -0.77249
C -1.24003 0.89100 -1.33511
C -0.79324 -0.08832 -0.52883
H 0.94547 -1.62492 3.58045
H 0.32323 -0.05142 3.58037
H 0.14373 -1.95133 1.20768
H -0.61435 1.52484 2.38824
H -1.51499 3.33222 0.91705
H -1.76021 2.92894 -1.49410
H -1.70547 0.62580 -2.26684
H -0.63301 -1.15582 -0.94537
C 2.24674 1.59751 -1.88656
C 2.08236 0.30320 -1.47358
Cl 2.68008 -0.28132 -0.01244
H 2.69988 2.47570 -1.37960
H 1.91575 1.95562 -2.86783
H 1.58079 -0.45454 -2.12812

=====

entry x comes first in stability; the runner-up is 113.9 kcal/mol higher.